Formula: C3H4ClNS
Source: the OMol25 dataset
Level of theory: wB97M-V/def2-TZVPD

As for the multiplicity: 1. As for the highest occupied orbital energy: -9.0 eV. Its total charge is 0.

Positions of all 10 atoms, in Å:
Cl (-1.720, 1.238, -2.507)
C (-0.905, 0.504, -1.174)
N (-0.918, 0.924, -0.001)
C (-0.136, 0.250, 0.977)
C (0.918, -0.653, 0.285)
S (0.409, -0.859, -1.481)
H (-0.861, -0.196, 1.559)
H (0.348, 0.925, 1.535)
H (1.893, -0.361, 0.128)
H (0.973, -1.772, 0.679)

These are the natural (NBO) partial charges, in e, on atoms 1 to 5: atom 1 (Cl): 0.053, atom 2 (C): 0.137, atom 3 (N): -0.430, atom 4 (C): -0.243, atom 5 (C): -0.530



Formula: C3H4ClO4
Source: the OMol25 dataset
Level of theory: wB97M-V/def2-TZVPD

As for the multiplicity: 1. As for the highest occupied orbital energy: -2.3 eV. Its total charge is -1.

Positions of all 12 atoms, in Å:
C (-1.182, 0.248, -0.250)
C (-0.855, -0.946, 0.265)
C (2.061, 0.678, 0.423)
O (-1.317, 0.452, -1.471)
O (-1.409, 1.402, 0.567)
O (-0.696, -2.149, -0.500)
O (1.857, 1.812, 0.222)
Cl (3.422, -0.388, -0.311)
H (-1.159, -1.194, 1.325)
H (1.701, -0.150, 1.093)
H (-0.753, -1.932, -1.452)
H (-1.670, 2.167, 0.090)

These are the natural (NBO) partial charges, in e, on atoms 1 to 5: atom 1 (C): 0.564, atom 2 (C): -0.251, atom 3 (C): 0.464, atom 4 (O): -0.821, atom 5 (O): -0.776



Formula: C3H4CrO3
Source: the OMol25 dataset
Level of theory: wB97M-V/def2-TZVPD

As for the multiplicity: 5. As for the highest occupied orbital energy (alpha / beta): -9.3 / -9.4 eV. Its total charge is 0.

Positions of all 11 atoms, in Å:
C (-0.110, -1.176, 0.312)
O (-0.884, 1.467, -0.281)
C (-1.485, 0.504, -0.835)
C (1.246, -0.558, 0.432)
O (-0.917, -0.739, -0.801)
O (-2.530, 0.573, -1.497)
H (-0.048, -2.268, 0.157)
H (1.904, -1.220, 1.021)
H (-0.701, -1.023, 1.235)
H (2.160, 2.975, 0.122)
Cr (1.365, 1.464, 0.136)

These are the natural (NBO) partial charges, in e, on atoms 1 to 5: atom 1 (C): -0.251, atom 2 (O): -0.811, atom 3 (C): 0.949, atom 4 (C): -0.177, atom 5 (O): -0.530



Formula: C3H4CuLiO4
Source: the OMol25 dataset
Level of theory: wB97M-V/def2-TZVPD

As for the multiplicity: 2. As for the highest occupied orbital energy (alpha / beta): -11.4 / -13.8 eV. Its total charge is +1.

Positions of all 13 atoms, in Å:
H (1.819, 0.644, -4.351)
C (1.294, 0.948, -3.443)
C (1.892, 1.821, -2.446)
O (0.912, 2.288, -3.393)
H (1.542, 1.770, -1.414)
H (2.899, 2.210, -2.610)
O (0.308, 0.010, -3.125)
H (0.223, -1.371, -3.067)
O (-1.826, -0.086, -4.860)
C (-0.817, -0.603, -4.484)
Li (-3.668, -0.578, -5.212)
Cu (-3.209, -3.301, -3.791)
O (-0.580, -1.753, -4.034)

These are the natural (NBO) partial charges, in e, on atoms 1 to 5: atom 1 (H): 0.163, atom 2 (C): 0.308, atom 3 (C): -0.117, atom 4 (O): -0.461, atom 5 (H): 0.208



Formula: C3H4F2
Source: the OMol25 dataset
Level of theory: wB97M-V/def2-TZVPD

As for the multiplicity: 1. As for the highest occupied orbital energy: -9.1 eV. Its total charge is 0.

Positions of all 9 atoms, in Å:
C (-0.766, -0.313, 0.728)
C (-0.066, 0.446, -0.258)
F (-0.721, 1.465, -0.798)
C (1.190, 0.026, -0.649)
F (1.942, 0.771, -1.495)
H (-1.831, -0.073, 0.527)
H (-0.560, -1.478, 0.707)
H (-0.661, 0.104, 1.649)
H (1.475, -0.947, -0.411)

These are the natural (NBO) partial charges, in e, on atoms 1 to 5: atom 1 (C): -0.681, atom 2 (C): 0.337, atom 3 (F): -0.307, atom 4 (C): 0.117, atom 5 (F): -0.328



Formula: C3H4F2
Source: the OMol25 dataset
Level of theory: wB97M-V/def2-TZVPD

As for the multiplicity: 1. As for the highest occupied orbital energy: -10.8 eV. Its total charge is 0.

Positions of all 9 atoms, in Å:
F (-1.355, -0.794, -0.139)
C (-0.733, 0.272, 0.389)
C (0.048, 1.144, -0.501)
C (0.722, 0.282, 0.449)
F (1.333, -0.824, -0.151)
H (-1.304, 0.799, 1.144)
H (0.059, 0.689, -1.485)
H (0.010, 2.204, -0.391)
H (1.217, 0.680, 1.322)

These are the natural (NBO) partial charges, in e, on atoms 1 to 5: atom 1 (F): -0.322, atom 2 (C): 0.167, atom 3 (C): -0.499, atom 4 (C): 0.159, atom 5 (F): -0.342



Formula: C3H4F2
Source: the OMol25 dataset
Level of theory: wB97M-V/def2-TZVPD

As for the multiplicity: 1. As for the highest occupied orbital energy: -9.3 eV. Its total charge is 0.

Positions of all 9 atoms, in Å:
C (1.212, 0.203, 0.015)
C (-0.162, -0.363, -0.039)
C (-1.434, 0.079, -0.041)
F (-1.903, 1.308, -0.019)
F (-2.460, -0.715, 0.050)
H (1.389, 1.299, -0.183)
H (1.637, 0.097, 1.016)
H (1.954, -0.446, -0.566)
H (-0.234, -1.462, -0.233)

These are the natural (NBO) partial charges, in e, on atoms 1 to 5: atom 1 (C): -0.653, atom 2 (C): -0.387, atom 3 (C): 0.747, atom 4 (F): -0.310, atom 5 (F): -0.305



Formula: C3H4F2N3
Source: the OMol25 dataset
Level of theory: wB97M-V/def2-TZVPD

As for the multiplicity: 1. As for the highest occupied orbital energy: -15.3 eV. Its total charge is +1.

Positions of all 12 atoms, in Å:
C (3.024, -1.309, 0.059)
N (2.066, -0.786, -0.633)
N (0.988, -0.336, -0.256)
C (0.197, 0.439, 0.097)
C (-1.595, 0.542, 0.082)
N (-2.567, 1.515, 0.035)
F (-1.734, -0.363, 1.001)
F (-1.627, -0.148, -1.077)
H (3.844, -1.864, -0.394)
H (2.798, -1.548, 1.093)
H (-2.661, 1.850, -0.867)
H (-2.735, 2.008, 0.858)

These are the natural (NBO) partial charges, in e, on atoms 1 to 5: atom 1 (C): 0.071, atom 2 (N): -0.216, atom 3 (N): -0.097, atom 4 (C): 0.390, atom 5 (C): 0.899



Formula: C3H4F2S
Source: the OMol25 dataset
Level of theory: wB97M-V/def2-TZVPD

As for the multiplicity: 1. As for the highest occupied orbital energy (alpha / beta): -8.1 / -8.1 eV. Its total charge is 0.

Positions of all 10 atoms, in Å:
C (0.989, 0.136, -0.802)
C (-0.475, -0.286, 1.435)
C (-0.328, 0.331, -1.150)
F (-1.115, 1.337, -0.721)
F (-1.055, -0.312, -2.055)
S (1.975, -1.069, -1.567)
H (1.514, 0.839, -0.263)
H (0.466, -0.376, 1.876)
H (-1.015, -1.236, 1.631)
H (-0.957, 0.636, 1.617)

These are the natural (NBO) partial charges, in e, on atoms 1 to 5: atom 1 (C): -0.453, atom 2 (C): -0.455, atom 3 (C): 0.824, atom 4 (F): -0.309, atom 5 (F): -0.271



Formula: C3H4F3NO3
Source: the OMol25 dataset
Level of theory: wB97M-V/def2-TZVPD

As for the multiplicity: 1. As for the highest occupied orbital energy: -10.5 eV. Its total charge is 0.

Positions of all 14 atoms, in Å:
C (0.383, -0.236, 2.255)
C (0.707, 0.364, 0.976)
F (1.916, -0.260, 0.598)
F (1.034, 1.648, 0.898)
O (-0.332, 0.006, 0.148)
C (-0.097, 0.015, -1.200)
O (0.990, 0.287, -1.611)
N (-1.108, -0.461, -1.910)
O (-1.274, -0.222, -3.251)
F (-2.229, -0.696, -1.189)
H (1.085, 0.156, 3.053)
H (-0.563, -0.010, 2.576)
H (0.474, -1.299, 2.221)
H (-0.985, 0.708, -3.563)

These are the natural (NBO) partial charges, in e, on atoms 1 to 5: atom 1 (C): -0.668, atom 2 (C): 0.911, atom 3 (F): -0.358, atom 4 (F): -0.309, atom 5 (O): -0.519



Formula: C3H4F3O6S3
Source: the OMol25 dataset
Level of theory: wB97M-V/def2-TZVPD

As for the multiplicity: 1. As for the highest occupied orbital energy (alpha / beta): -5.7 / -5.7 eV. Its total charge is -1.

Positions of all 19 atoms, in Å:
C (-0.508, -0.160, -1.192)
C (1.296, -0.172, 0.911)
C (4.064, -0.410, 0.271)
O (1.917, 3.343, 1.172)
O (-0.226, 2.674, 0.154)
O (-1.270, -0.458, 1.472)
O (-0.136, -2.326, 0.392)
O (2.230, -1.491, -1.249)
O (2.625, -2.597, 0.947)
F (4.534, 0.105, 1.417)
F (3.903, 0.702, -0.561)
F (5.009, -1.148, -0.187)
S (1.214, 2.494, 0.234)
S (-0.276, -0.874, 0.525)
S (2.326, -1.377, 0.231)
H (-1.104, 0.847, -1.237)
H (0.560, -0.073, -1.460)
H (-0.841, -1.057, -1.784)
H (1.432, -0.198, 2.062)

These are the natural (NBO) partial charges, in e, on atoms 1 to 5: atom 1 (C): -0.885, atom 2 (C): -1.167, atom 3 (C): 0.744, atom 4 (O): -0.883, atom 5 (O): -0.894



Formula: C3H4F4O
Source: the OMol25 dataset
Level of theory: wB97M-V/def2-TZVPD

As for the multiplicity: 1. As for the highest occupied orbital energy: -11.9 eV. Its total charge is 0.

Positions of all 12 atoms, in Å:
C (-0.267, -0.759, 1.411)
C (-1.045, 0.428, 1.085)
O (-1.666, 0.717, 0.108)
F (-0.744, 1.483, 2.013)
H (-0.481, -1.306, 0.495)
H (-0.511, -1.354, 2.281)
H (0.724, -0.474, 1.508)
F (1.512, 0.978, -0.967)
C (0.757, 0.326, -1.823)
F (0.542, -0.882, -1.278)
F (1.467, 0.115, -2.879)
H (-0.287, 0.728, -1.955)

These are the natural (NBO) partial charges, in e, on atoms 1 to 5: atom 1 (C): -0.753, atom 2 (C): 0.897, atom 3 (O): -0.533, atom 4 (F): -0.388, atom 5 (H): 0.260



Formula: C3H4FI
Source: the OMol25 dataset
Level of theory: wB97M-V/def2-TZVPD

As for the multiplicity: 1. As for the highest occupied orbital energy (alpha / beta): -8.8 / -8.1 eV. Its total charge is 0.

Positions of all 9 atoms, in Å:
C (-1.545, 0.615, 0.438)
C (0.177, 0.265, -0.405)
C (0.977, -0.869, 0.157)
F (-2.159, 1.639, -0.047)
I (0.941, 2.007, -1.205)
H (-2.048, -0.281, 0.358)
H (0.415, -1.805, 0.060)
H (1.405, -0.566, 1.168)
H (1.838, -1.005, -0.524)

These are the natural (NBO) partial charges, in e, on atoms 1 to 5: atom 1 (C): 0.275, atom 2 (C): -0.232, atom 3 (C): -0.749, atom 4 (F): -0.316, atom 5 (I): 0.194



Formula: C3H4FIO
Source: the OMol25 dataset
Level of theory: wB97M-V/def2-TZVPD

As for the multiplicity: 1. As for the highest occupied orbital energy: -9.3 eV. Its total charge is 0.

Positions of all 10 atoms, in Å:
C (0.556, 0.659, -1.065)
C (-0.717, 0.229, 1.189)
C (0.515, -0.658, -0.412)
O (1.450, 1.464, -1.109)
F (1.560, -0.977, 0.334)
I (-0.544, -2.343, -1.174)
H (-0.440, 0.863, -1.637)
H (-1.559, 0.700, 0.690)
H (0.083, 0.749, 1.584)
H (-0.905, -0.687, 1.600)

These are the natural (NBO) partial charges, in e, on atoms 1 to 5: atom 1 (C): 0.304, atom 2 (C): -0.479, atom 3 (C): 0.151, atom 4 (O): -0.525, atom 5 (F): -0.336



Formula: C3H4FN
Source: the OMol25 dataset
Level of theory: wB97M-V/def2-TZVPD

As for the multiplicity: 1. As for the highest occupied orbital energy: -12.0 eV. Its total charge is 0.

Positions of all 9 atoms, in Å:
C (0.100, 0.054, 0.337)
C (-1.098, -0.484, -0.339)
F (-1.290, -1.770, 0.176)
C (-2.203, 0.359, -0.139)
N (-3.121, 1.015, 0.092)
H (-0.106, -0.202, 1.439)
H (0.467, 1.077, 0.135)
H (1.137, -0.504, 0.062)
H (-1.003, -0.817, -1.482)

These are the natural (NBO) partial charges, in e, on atoms 1 to 5: atom 1 (C): -0.652, atom 2 (C): 0.081, atom 3 (F): -0.348, atom 4 (C): 0.223, atom 5 (N): -0.253



Formula: C3H4FN3
Source: the OMol25 dataset
Level of theory: wB97M-V/def2-TZVPD

As for the multiplicity: 1. As for the highest occupied orbital energy (alpha / beta): -10.7 / -10.7 eV. Its total charge is 0.

Positions of all 11 atoms, in Å:
C (-0.410, 0.282, 1.062)
C (-1.789, 0.149, 0.554)
C (0.667, 0.271, -0.069)
N (-2.801, 0.231, 0.018)
N (-0.175, -1.641, -1.332)
N (0.515, -0.808, -0.996)
F (1.894, -0.485, -2.076)
H (-0.235, -0.669, 1.668)
H (-0.142, 1.274, 1.412)
H (0.814, 1.339, -0.469)
H (1.662, 0.055, 0.228)

These are the natural (NBO) partial charges, in e, on atoms 1 to 5: atom 1 (C): -0.517, atom 2 (C): 0.253, atom 3 (C): -0.260, atom 4 (N): -0.269, atom 5 (N): 0.111



Formula: C3H4FNOS
Source: the OMol25 dataset
Level of theory: wB97M-V/def2-TZVPD

As for the multiplicity: 1. As for the highest occupied orbital energy: -7.8 eV. Its total charge is 0.

Positions of all 11 atoms, in Å:
C (1.787, 0.149, -0.356)
C (0.539, -0.282, 0.432)
F (0.020, -1.566, 0.152)
C (-0.608, 0.603, 0.171)
N (-1.562, 1.212, -0.189)
H (1.479, 0.191, -1.430)
H (2.088, 1.197, -0.031)
H (2.451, -0.676, -0.326)
H (0.821, -0.310, 1.479)
O (-3.921, 0.165, 0.491)
S (-3.094, -0.681, -0.394)

These are the natural (NBO) partial charges, in e, on atoms 1 to 5: atom 1 (C): -0.635, atom 2 (C): 0.115, atom 3 (F): -0.337, atom 4 (C): 0.280, atom 5 (N): -0.320



Formula: C3H4FNOS
Source: the OMol25 dataset
Level of theory: wB97M-V/def2-TZVPD

As for the multiplicity: 1. As for the highest occupied orbital energy (alpha / beta): -7.9 / -8.3 eV. Its total charge is 0.

Positions of all 11 atoms, in Å:
C (-0.431, -0.553, 0.305)
C (0.837, 0.126, 0.111)
C (-0.006, 1.391, 0.021)
N (-1.231, 0.675, 0.184)
O (-3.329, -0.945, 0.295)
F (1.678, 0.081, 1.260)
S (-2.971, 0.491, 0.160)
H (-0.688, -1.372, -0.465)
H (-0.401, -1.012, 1.356)
H (1.483, -0.069, -0.734)
H (0.310, 2.371, 0.344)

These are the natural (NBO) partial charges, in e, on atoms 1 to 5: atom 1 (C): -0.255, atom 2 (C): 0.118, atom 3 (C): -0.042, atom 4 (N): -0.534, atom 5 (O): -0.870



Formula: C3H4FNS
Source: the OMol25 dataset
Level of theory: wB97M-V/def2-TZVPD

As for the multiplicity: 1. As for the highest occupied orbital energy: -8.0 eV. Its total charge is 0.

Positions of all 10 atoms, in Å:
C (-1.249, -0.389, -1.558)
C (-1.934, 0.654, 0.626)
C (2.407, -0.515, 0.510)
N (-1.456, 0.283, -0.529)
F (1.673, 0.403, 1.170)
S (2.455, -0.640, -1.081)
H (-0.618, -0.045, -2.284)
H (-1.342, 0.341, 1.454)
H (-2.932, 1.120, 0.606)
H (2.997, -1.212, 1.085)

These are the natural (NBO) partial charges, in e, on atoms 1 to 5: atom 1 (C): -0.021, atom 2 (C): -0.267, atom 3 (C): 0.096, atom 4 (N): -0.292, atom 5 (F): -0.317



Formula: C3H4FNS
Source: the OMol25 dataset
Level of theory: wB97M-V/def2-TZVPD

As for the multiplicity: 3. As for the highest occupied orbital energy (alpha / beta): -7.4 / -8.9 eV. Its total charge is 0.

Positions of all 10 atoms, in Å:
C (0.547, -0.163, 0.801)
C (0.575, 1.095, 1.015)
C (-0.356, -0.793, -0.283)
N (-0.804, 0.020, -1.341)
F (1.345, 1.882, 1.658)
S (-1.070, 1.643, -1.048)
H (0.855, -0.834, 1.497)
H (0.129, -1.620, -0.653)
H (-1.291, -1.125, 0.333)
H (0.070, -0.105, -1.978)

These are the natural (NBO) partial charges, in e, on atoms 1 to 5: atom 1 (C): -0.461, atom 2 (C): 0.456, atom 3 (C): -0.230, atom 4 (N): -0.703, atom 5 (F): -0.298



Summary of ΔE to the lowest compared entry with this formula, charge and spin in kJ/mol
65.9 322.9 334.5 361.6 97.5 90.5 47.4 202.3 420.0 395.5 8.4 7.1 384.6 257.6 53.7 383.5 363.6 394.2 331.5 0.0
(order as listed above)